1.
A 11-piece molecular cluster, C44H77N11 overall in a non-equilibrium geometry, computed with ωB97M-V with the def2-TZVPD basis set.

As for the LUMO energy: 0.0 eV. As for the total charge: 0. For the frontier orbital gap, the calculation gives 11.1 eV. The calculation puts the strongest force on any atom at 0.0476 Eh/bohr. The multiplicity is 1. The energy above the lowest of the compared OMol25 structures with the same formula, charge and spin comes out at 184.2 kJ/mol. For the molar mass, the calculation gives 760.18 g/mol. As for the SMILES: CCCC#N.CCCC#N.CCCC#N.CCCC#N.CCCC#N.CCCC#N.CCCC#N.CCCC#N.CCCC#N.CCCC#N.CCCC#N. The calculated total energy comes out at -63265.16381 eV.

Geometry as XYZ:
```
132
Properties=species:S:1:pos:R:3:lowdin_charge:R:1
C 4.29 -4.05 -0.10 -0.127
C 4.83 -5.46 0.01 -0.279
C 3.82 -6.61 -0.16 -0.191
C 4.55 -7.87 -0.19 -0.247
N 5.08 -8.89 -0.21 0.137
H 5.10 -3.33 -0.12 0.071
H 3.73 -3.85 0.82 0.053
H 3.61 -3.99 -0.94 0.066
H 5.27 -5.61 1.01 0.111
H 5.73 -5.59 -0.59 0.110
H 3.21 -6.46 -1.04 0.120
H 3.23 -6.72 0.75 0.094
C 2.56 -2.28 4.30 -0.091
C 3.09 -0.86 4.09 -0.254
C 3.44 -0.59 2.63 -0.206
C 4.02 0.73 2.34 -0.218
N 4.44 1.78 2.20 0.153
H 1.61 -2.32 3.77 0.049
H 2.41 -2.46 5.36 0.076
H 3.27 -3.01 3.90 0.078
H 4.00 -0.68 4.67 0.114
H 2.36 -0.12 4.41 0.091
H 2.53 -0.73 2.03 0.087
H 4.07 -1.37 2.20 0.113
C 1.69 -1.86 -8.02 -0.106
C 2.20 -0.46 -7.61 -0.244
C 1.20 0.35 -6.77 -0.185
C 0.90 -0.30 -5.50 -0.215
N 0.68 -0.81 -4.49 0.175
H 1.90 -2.59 -7.24 0.071
H 2.34 -2.13 -8.85 0.070
H 0.64 -1.93 -8.30 0.076
H 2.33 0.05 -8.57 0.105
H 3.14 -0.55 -7.08 0.113
H 0.26 0.47 -7.31 0.123
H 1.57 1.34 -6.49 0.116
C 0.06 1.80 8.16 -0.092
C 0.25 1.35 6.72 -0.255
C -0.93 0.50 6.24 -0.191
C -0.93 0.25 4.80 -0.215
N -0.89 0.08 3.66 0.176
H 0.66 1.17 8.83 0.076
H -0.97 1.67 8.49 0.071
H 0.44 2.81 8.31 0.075
H 1.18 0.79 6.58 0.102
H 0.41 2.11 5.95 0.103
H -1.88 0.92 6.58 0.117
H -0.91 -0.51 6.68 0.126
C -1.31 0.96 -0.27 -0.087
C -0.01 0.27 0.10 -0.248
C 0.52 -0.58 -1.06 -0.195
C 1.89 -0.95 -0.81 -0.231
N 3.00 -1.17 -0.60 0.191
H -1.65 1.64 0.51 0.055
H -2.07 0.18 -0.35 0.065
H -1.25 1.44 -1.25 0.061
H -0.17 -0.43 0.92 0.063
H 0.78 0.97 0.37 0.088
H 0.48 -0.01 -1.99 0.083
H -0.03 -1.50 -1.29 0.088
C 0.83 3.09 2.41 -0.109
C 0.87 4.61 2.54 -0.241
C -0.48 5.22 2.26 -0.184
C -1.09 4.80 0.96 -0.232
N -1.59 4.47 -0.02 0.168
H -0.10 2.62 2.70 0.058
H 1.63 2.70 3.04 0.062
H 1.06 2.79 1.38 0.050
H 1.70 5.02 1.97 0.114
H 1.15 4.75 3.59 0.108
H -0.48 6.31 2.16 0.119
H -1.31 5.05 2.95 0.111
C -1.23 -3.51 -2.54 -0.100
C -2.53 -4.13 -3.11 -0.232
C -3.69 -3.11 -3.17 -0.174
C -3.91 -2.48 -1.87 -0.228
N -4.09 -2.01 -0.84 0.168
H -1.29 -3.51 -1.45 0.026
H -1.02 -2.54 -2.99 0.051
H -0.44 -4.22 -2.79 0.080
H -2.80 -4.92 -2.39 0.107
H -2.37 -4.67 -4.04 0.105
H -4.57 -3.73 -3.36 0.120
H -3.49 -2.39 -3.95 0.116
C -4.10 3.21 2.12 -0.101
C -5.24 4.11 2.58 -0.252
C -5.48 5.31 1.64 -0.172
C -5.83 4.88 0.28 -0.228
N -6.22 4.62 -0.77 0.157
H -4.24 2.26 2.64 0.078
H -3.09 3.52 2.39 0.044
H -4.21 3.03 1.05 0.054
H -5.04 4.46 3.59 0.104
H -6.16 3.55 2.74 0.110
H -4.61 5.97 1.61 0.115
H -6.40 5.84 1.91 0.118
C 2.16 2.41 -2.86 -0.104
C 2.44 3.49 -1.83 -0.251
C 3.75 3.26 -1.09 -0.195
C 4.93 3.56 -1.90 -0.236
N 5.86 3.82 -2.53 0.137
H 1.20 2.47 -3.38 0.070
H 2.13 1.42 -2.39 0.049
H 2.90 2.43 -3.67 0.078
H 1.63 3.70 -1.13 0.092
H 2.52 4.44 -2.38 0.111
H 3.86 2.22 -0.80 0.104
H 3.82 3.91 -0.21 0.109
C -1.37 -3.05 1.05 -0.097
C 0.15 -3.10 1.25 -0.237
C 0.54 -4.27 2.16 -0.192
C 0.53 -5.61 1.54 -0.218
N 0.58 -6.65 1.07 0.152
H -1.97 -3.13 1.96 0.083
H -1.73 -3.80 0.35 0.059
H -1.62 -2.06 0.66 0.047
H 0.54 -2.19 1.70 0.073
H 0.57 -3.29 0.26 0.100
H -0.07 -4.32 3.07 0.123
H 1.58 -4.19 2.51 0.090
C -4.77 1.67 -1.92 -0.114
C -3.59 2.04 -2.81 -0.270
C -3.94 2.43 -4.24 -0.176
C -4.48 1.29 -5.02 -0.232
N -4.94 0.41 -5.60 0.130
H -5.55 2.43 -1.87 0.041
H -4.51 1.48 -0.88 0.056
H -5.30 0.78 -2.27 0.069
H -2.94 1.16 -2.83 0.095
H -3.04 2.86 -2.35 0.097
H -3.01 2.77 -4.69 0.112
H -4.73 3.18 -4.29 0.121
```

=====

2.
C44H78HgN5O7P2Si as an isolated structure in a non-equilibrium geometry, computed with ωB97M-V with the def2-TZVPD basis set.

As for the LUMO energy (alpha / beta): -0.1 / -0.1 eV. As for the total charge: 0. For the frontier orbital gap (alpha / beta), the calculation gives 6.0 / 6.3 eV. Its expectation value of S² is 0.75. The calculation puts the strongest force on any atom at 0.0291 Eh/bohr. The multiplicity is 2. The energy above the lowest of the compared OMol25 structures with the same formula, charge and spin comes out at 144.0 kJ/mol. For the molar mass, the calculation gives 1079.76 g/mol. The calculated total energy comes out at -99310.69254 eV.

Geometry as XYZ:
```
138
Properties=species:S:1:pos:R:3:lowdin_charge:R:1
Hg 0.21 -0.23 0.16 1.209
C 2.58 -0.47 -2.60 -0.052
C 3.09 0.52 -1.58 -0.343
C 4.33 1.10 -1.71 -0.071
C 4.77 1.95 -0.69 -0.087
C 3.99 2.15 0.42 -0.057
C 2.74 1.46 0.56 -0.459
N 2.31 0.72 -0.51 0.045
N 1.98 1.47 1.66 -0.085
Si 2.59 1.80 3.22 0.345
C 4.25 0.99 3.57 -0.172
C 2.77 3.63 3.62 -0.184
C 1.44 1.11 4.55 -0.174
H 2.97 -0.26 -3.59 0.061
H 1.49 -0.46 -2.62 0.033
H 2.89 -1.48 -2.31 0.084
H 4.95 0.89 -2.57 0.099
H 5.73 2.44 -0.77 0.102
H 4.31 2.81 1.22 0.079
H 4.99 1.22 2.80 0.015
H 4.15 -0.10 3.60 0.021
H 4.66 1.32 4.53 0.028
H 3.47 4.13 2.94 0.015
H 3.15 3.77 4.64 0.025
H 1.81 4.16 3.54 0.017
H 1.11 0.09 4.30 0.004
H 0.56 1.73 4.72 0.009
H 1.99 1.05 5.50 0.033
N -4.46 0.80 -0.13 0.217
C -3.35 1.19 0.81 -0.297
C -3.08 2.70 0.75 -0.094
C -1.74 2.92 1.44 -0.376
N -0.75 2.25 0.65 0.040
C -1.80 2.37 2.87 -0.091
C -2.29 0.91 3.00 -0.350
N -1.33 -0.04 2.46 0.053
C -3.61 0.74 2.24 -0.091
H -4.29 1.24 -1.04 0.128
H -5.37 1.07 0.22 0.169
H -4.44 -0.21 -0.31 0.088
H -2.45 0.68 0.45 0.090
H -3.87 3.27 1.25 0.128
H -3.00 3.02 -0.29 0.090
H -1.57 3.99 1.53 0.141
H 0.19 2.37 1.02 0.046
H -0.76 2.53 -0.33 0.069
H -2.46 3.01 3.45 0.124
H -0.80 2.43 3.31 0.093
H -2.48 0.74 4.07 0.139
H -1.62 -1.00 2.62 0.058
H -0.41 0.09 2.86 0.044
H -4.40 1.35 2.71 0.124
H -3.91 -0.31 2.27 0.127
C -1.53 4.88 -2.66 -0.040
C -2.61 3.83 -2.88 -0.467
C -3.09 3.78 -4.32 -0.053
O -2.18 2.56 -2.37 -0.303
P -1.40 1.35 -3.21 0.673
O -0.59 0.59 -2.20 -0.407
C -3.35 0.07 -3.27 -0.249
P -3.32 -1.22 -2.11 0.464
O -2.78 -0.99 -0.75 -0.296
O -2.74 -2.54 -2.77 -0.186
C -2.65 -2.81 -4.20 -0.446
C -1.34 -2.26 -4.73 -0.030
C -2.79 -4.30 -4.39 -0.029
O -4.89 -1.60 -1.79 -0.223
C -5.76 -2.38 -2.61 -0.465
C -6.80 -2.98 -1.70 -0.042
C -6.38 -1.53 -3.71 -0.041
O -0.38 2.38 -4.05 -0.269
C 0.22 2.05 -5.31 -0.466
C 1.43 1.17 -5.11 -0.055
C -0.77 1.42 -6.30 -0.061
H -1.89 5.86 -2.98 0.085
H -0.64 4.61 -3.23 0.077
H -1.26 4.93 -1.60 0.078
H -3.47 4.10 -2.26 0.125
H -2.24 3.70 -5.01 0.063
H -3.65 4.69 -4.56 0.085
H -3.75 2.92 -4.49 0.076
H -3.44 -0.27 -4.30 0.023
H -4.10 0.83 -3.03 0.024
H -3.49 -2.32 -4.70 0.120
H -0.50 -2.88 -4.40 0.079
H -1.18 -1.25 -4.36 0.045
H -1.35 -2.24 -5.82 0.095
H -2.02 -4.82 -3.81 0.074
H -2.67 -4.55 -5.44 0.094
H -3.77 -4.65 -4.05 0.075
H -5.18 -3.19 -3.06 0.119
H -7.45 -2.20 -1.28 0.083
H -6.32 -3.51 -0.88 0.085
H -7.42 -3.69 -2.25 0.087
H -7.02 -0.76 -3.28 0.087
H -6.99 -2.15 -4.37 0.089
H -5.61 -1.05 -4.31 0.057
H 0.54 3.01 -5.72 0.138
H 1.13 0.22 -4.66 0.060
H 2.13 1.65 -4.42 0.085
H 1.94 0.97 -6.05 0.089
H -1.10 0.45 -5.92 0.048
H -0.28 1.27 -7.27 0.084
H -1.65 2.05 -6.44 0.069
C 1.06 -4.91 -2.56 -0.078
C 0.96 -3.93 -1.40 -0.309
O 0.33 -2.71 -1.77 -0.123
H 1.74 -5.74 -2.31 0.076
H 1.46 -4.40 -3.44 0.074
H 0.09 -5.33 -2.81 0.056
H 1.96 -3.66 -1.07 0.101
H 0.45 -4.40 -0.55 0.109
H -0.62 -2.84 -1.87 0.052
C 4.71 -5.31 2.66 -0.103
C 5.23 -4.06 2.34 -0.089
C 4.39 -3.05 1.88 -0.044
C 3.02 -3.26 1.75 -0.214
C 2.51 -4.52 2.08 -0.041
C 3.34 -5.53 2.53 -0.086
C 2.20 -2.16 1.18 -0.126
C 0.90 -1.92 1.28 -0.240
C -0.04 -2.60 2.20 -0.320
C -1.26 -3.10 1.74 -0.080
C -2.14 -3.74 2.60 -0.090
C -1.82 -3.87 3.95 -0.101
C -0.63 -3.34 4.43 -0.078
C 0.26 -2.72 3.56 -0.061
H 5.36 -6.10 3.00 0.096
H 6.29 -3.87 2.45 0.099
H 4.80 -2.08 1.63 0.110
H 1.45 -4.72 1.97 0.108
H 2.93 -6.50 2.79 0.099
H 2.80 -1.47 0.57 0.083
H -1.52 -2.97 0.69 0.097
H -3.07 -4.14 2.23 0.098
H -2.51 -4.37 4.63 0.095
H -0.39 -3.41 5.48 0.102
H 1.20 -2.32 3.93 0.117
```

=====

Number 2 is which compound?
C44H78HgN5O7P2Si

=====

Among the records above, which one has the lowest strongest force on any atom?
C44H78HgN5O7P2Si

=====

Among the records above, which one has the lowest energy above the lowest of the compared OMol25 structures with the same formula, charge and spin?
C44H78HgN5O7P2Si